(1)
57
Properties=species:S:1:pos:R:3:forces:R:3:mulliken_charge:R:1 method="wB97M-V/def2-TZVPD" gap_ha=0.1453 multiplicity=1 e_tot_ev=-97423.318 total_charge=-2
K -0.506 1.524 1.630 -0.1725 0.0208 -0.1009 0.741
C -1.963 5.330 2.599 -1.3930 -0.6108 -0.2326 -1.400
C -1.205 4.605 1.500 -0.4352 0.9027 0.9542 0.203
S -2.261 3.829 0.379 -0.5409 -1.0116 -0.7999 -0.483
C 0.135 4.670 1.473 0.7838 1.1274 0.2636 0.149
C 0.949 5.676 2.363 -0.2895 -0.5705 -0.2764 -1.315
S 1.122 3.801 0.348 0.7855 -0.6403 -0.6368 -0.453
H -1.596 6.302 2.853 0.3668 0.7111 0.1952 0.309
H -2.041 4.735 3.502 0.5392 -0.2812 0.6107 0.211
H -3.046 5.386 2.359 0.6655 0.3599 -0.3608 0.310
H 1.974 5.665 1.957 -0.4567 0.1508 0.1785 0.321
H 1.027 5.244 3.389 -0.1840 0.7608 -0.2967 0.199
H 0.560 6.744 2.329 0.2552 -1.2694 0.3432 0.271
S -1.399 1.254 -1.836 -0.3483 0.0069 0.6638 0.173
C -0.827 0.143 -2.963 0.1894 -2.5559 -0.1926 -0.147
C -0.047 0.683 -3.917 -0.6855 2.5611 -0.0785 -0.636
N 0.019 2.104 -3.807 -0.5802 -0.6633 1.4961 -0.666
C -0.636 2.492 -2.696 1.1983 -0.5320 -2.2302 0.064
H -1.014 -0.942 -2.891 -0.0862 0.7555 0.1768 0.384
H 0.343 0.177 -4.798 0.1442 0.1931 0.3416 0.375
H -0.741 3.497 -2.330 0.1999 0.2514 0.0316 0.383
C 4.286 0.100 -1.463 0.0057 -0.3413 -0.6170 -1.213
C 2.908 0.458 -0.896 0.5140 0.5165 1.2750 -0.193
P 1.903 -0.805 0.050 0.5687 1.2175 -0.3457 0.615
C 1.644 -1.989 -1.303 -1.3187 -0.9450 0.2354 -0.712
C 0.487 -2.980 -0.938 1.6741 -0.4899 0.3233 -1.277
C 3.227 -1.587 1.064 0.2137 -0.6523 0.5456 -0.795
C 2.705 -2.858 1.796 -0.6947 1.2967 -0.0083 -1.097
H 5.002 0.916 -1.592 -0.3145 0.3936 0.4816 0.394
H 4.202 -0.256 -2.500 -0.1384 -0.4209 0.2864 0.269
H 4.784 -0.655 -0.857 0.1322 -0.0641 -0.1589 0.238
H 2.263 0.782 -1.688 -0.5014 0.4171 -0.4263 0.145
H 2.981 1.303 -0.182 -0.0155 -0.1882 -0.4653 0.238
H 2.524 -2.555 -1.579 0.4688 -0.2709 0.1466 0.477
H 1.361 -1.481 -2.230 -0.0502 0.4255 0.3161 0.399
H 0.861 -3.774 -0.247 -0.4833 0.7502 -0.2409 0.298
H 0.269 -3.481 -1.844 -0.6049 -0.7644 -1.0339 0.545
H -0.428 -2.558 -0.547 0.0787 0.3700 0.1961 0.060
H 3.712 -0.847 1.725 -0.6954 -0.1065 0.0656 0.487
H 4.039 -1.878 0.432 0.5898 -0.3287 -0.6597 0.275
H 1.658 -2.635 2.072 0.4144 -0.3253 0.6146 0.212
H 3.323 -3.164 2.658 -0.3496 0.1008 -0.4141 0.375
H 2.587 -3.655 1.077 0.3781 -0.4428 -0.1271 0.218
Cl -5.664 -4.023 -2.066 0.6494 0.3977 0.8112 -0.290
C -4.494 -3.442 -0.806 -0.7408 0.7434 -0.8306 0.529
C -4.349 -2.075 -0.570 -0.7619 -0.2688 -0.6004 -0.881
C -3.422 -1.599 0.334 -0.8296 -0.2198 -0.4442 0.027
C -2.640 -2.479 1.023 1.2481 -0.2427 0.7902 -0.537
C -2.764 -3.821 0.721 -0.3829 -0.3627 0.0941 0.100
C -3.702 -4.350 -0.156 0.5528 0.3272 -0.3520 -0.807
C -1.556 -2.023 2.076 -0.2609 -1.3252 -0.5355 0.505
O -0.707 -2.900 2.364 -0.3286 0.5440 -0.0600 -0.768
O -1.703 -0.871 2.501 0.2252 0.8062 0.1155 -0.838
H -4.963 -1.343 -1.073 -0.1655 -0.1424 -0.2659 0.424
H -3.388 -0.550 0.460 0.3243 0.9132 0.4073 0.731
H -2.095 -4.464 1.221 0.7409 -0.7269 0.5019 0.479
H -3.698 -5.378 -0.478 -0.0976 -0.2574 0.3293 0.376

***

(2)
112
Properties=species:S:1:pos:R:3:forces:R:3:mulliken_charge:R:1 method="wB97M-V/def2-TZVPD" gap_ha=0.3422 smiles="FC(F)C(F)(F)COC(F)(F)C(F)F.FC(F)C(F)(F)COC(F)(F)C(F)F.FC(F)C(F)(F)COC(F)(F)C(F)F.FC(F)C(F)(F)COC(F)(F)C(F)F.FC(F)C(F)(F)COC(F)(F)C(F)F.CCO[P@@](=O)(O)OCNC" multiplicity=1 e_tot_ev=-168495.273
C 2.886 0.031 0.237 0.1924 0.6813 -0.3624 -0.565
C 2.702 0.288 -1.395 -1.1105 1.6571 1.4112 -0.273
O 3.727 -0.423 -2.209 -2.3882 -3.5354 0.6814 -0.359
P 3.537 -2.165 -1.996 1.0880 -1.0636 3.3026 0.964
O 4.412 -2.658 -0.781 -2.5709 1.4063 -4.4219 -0.661
O 1.857 -2.542 -1.553 3.3574 -0.0589 -0.3617 -0.403
O 3.823 -2.934 -3.514 0.2519 1.4959 3.3109 -0.354
C 5.086 -3.666 -3.595 1.6265 -0.8998 -2.0196 -0.085
N 4.786 -5.167 -3.738 0.3370 1.4096 1.4076 -0.363
C 5.967 -6.013 -3.318 -0.2280 -1.1618 0.0875 -0.471
H 2.179 -0.809 0.659 1.7297 1.5956 -1.0047 0.033
H 4.035 -0.189 0.393 -2.5045 0.2342 -0.0982 0.281
H 2.626 1.040 0.816 0.5033 -2.1943 -1.3478 0.307
H 2.874 1.458 -1.557 -0.1106 -2.7540 0.0014 0.294
H 1.593 0.046 -1.748 2.5548 0.3405 0.6539 0.228
H 1.942 -3.199 -0.778 0.1726 1.4870 -1.5951 0.258
H 5.883 -3.421 -2.779 -1.9387 -0.3470 -0.9889 0.346
H 5.584 -3.364 -4.637 -1.2539 -0.3710 2.3103 -0.007
H 3.952 -5.394 -3.152 1.1424 0.4213 -0.5386 0.258
H 5.571 -6.763 -2.491 1.2199 1.5658 -1.5199 0.285
H 6.874 -5.365 -2.942 -2.0300 -1.6276 -0.6137 0.108
H 6.287 -6.691 -4.234 -0.3777 1.4930 1.8540 0.180
C -3.048 -5.620 0.032 -0.2529 -1.0108 -0.4677 -0.689
C -3.825 -4.634 0.917 0.1084 -0.8022 0.6504 0.936
C -3.617 -3.164 0.570 -0.1928 0.9977 0.0629 0.016
F -2.328 -2.782 0.717 -0.5268 0.0427 0.0892 -0.132
F -4.346 -2.369 1.398 -0.1271 -0.2848 0.0371 -0.266
F -3.537 -4.881 2.223 0.0070 0.3301 -0.3509 -0.274
F -5.157 -4.922 0.771 0.3264 0.3987 -0.3139 -0.330
O -1.825 -6.120 0.578 0.9647 1.7326 0.0425 -0.423
C -0.678 -5.299 0.362 -1.4125 -1.1362 -1.3652 0.729
C -0.063 -4.787 1.670 0.1868 0.3074 0.8314 0.219
F -0.945 -4.029 2.372 0.2387 -0.4148 -0.2633 -0.200
F 1.017 -3.996 1.427 -0.1871 -0.2518 -0.4012 -0.196
F -0.995 -4.302 -0.498 0.8511 -0.3436 0.3761 -0.282
F 0.219 -6.085 -0.292 -0.0075 0.4280 0.6674 -0.314
H -3.681 -6.511 -0.069 0.1144 0.2041 0.2889 0.418
H -2.923 -5.257 -0.995 0.0306 0.1842 0.3511 0.325
H -3.930 -2.949 -0.455 -0.0145 -0.1698 -0.0192 0.215
H 0.253 -5.616 2.308 -0.0575 -0.1040 -0.2100 0.238
C 1.103 1.348 6.659 -0.8135 0.1940 0.7844 -0.689
C 2.613 1.079 6.739 -0.3732 -0.9090 0.4125 0.902
C 3.440 1.748 5.648 1.0107 0.2094 -0.4448 0.063
F 3.102 1.315 4.412 0.3180 0.1250 0.3903 -0.172
F 4.760 1.460 5.803 -0.2606 -0.0239 0.2885 -0.285
F 2.828 -0.264 6.771 0.0741 0.4526 -0.2245 -0.270
F 3.044 1.551 7.952 -0.0101 0.3138 -0.4944 -0.336
O 0.317 0.322 6.048 0.7673 0.1835 -1.8110 -0.370
C 0.225 0.389 4.625 -0.5710 1.2544 1.6448 0.681
C 0.826 -0.841 3.936 0.5771 -0.7740 -0.3938 0.281
F 2.146 -0.978 4.224 -0.6206 0.0767 0.0794 -0.240
F 0.734 -0.739 2.582 -0.3247 0.3213 0.4422 -0.225
F 0.766 1.552 4.194 -0.5573 -0.6529 -0.4138 -0.282
F -1.105 0.468 4.347 0.5143 -0.4497 -0.1836 -0.259
H 0.739 1.385 7.694 0.2062 -0.2369 -0.1911 0.422
H 0.872 2.340 6.254 0.2650 -0.2739 -0.1054 0.309
H 3.333 2.836 5.678 -0.1426 -0.0175 0.1174 0.263
H 0.316 -1.756 4.247 -0.1531 0.1693 0.0984 0.177
C -4.371 1.215 2.942 1.0755 -0.1291 -0.3966 -0.204
C -4.951 1.601 4.311 0.4059 0.8861 -0.3517 0.839
C -6.182 0.806 4.730 -0.7703 -0.2347 0.7048 0.120
F -7.219 0.983 3.879 0.2563 -0.0289 0.4862 -0.203
F -6.620 1.210 5.952 0.3438 0.0749 -0.0785 -0.288
F -5.194 2.939 4.334 -0.1740 -0.4355 0.0612 -0.297
F -3.968 1.387 5.242 -0.3948 -0.3844 -0.1314 -0.305
O -4.743 2.056 1.847 -1.8950 -0.4365 0.0283 -0.408
C -5.980 1.727 1.216 1.8429 -0.9848 0.2463 0.705
C -7.016 2.852 1.325 -0.6998 0.7253 0.1746 0.268
F -7.313 3.131 2.620 0.3260 -0.0972 -0.4576 -0.233
F -8.186 2.500 0.728 0.5335 -0.2685 -0.0115 -0.268
F -6.431 0.546 1.700 -0.2167 0.5254 -0.7477 -0.275
F -5.678 1.504 -0.092 -0.4298 0.4441 0.3656 -0.297
H -3.284 1.340 3.020 -0.2818 0.1993 0.0903 0.244
H -4.507 0.153 2.710 -0.2322 0.2514 0.1599 0.175
H -5.963 -0.264 4.794 0.1652 0.0301 -0.0912 0.249
H -6.652 3.769 0.857 0.1636 -0.1816 -0.0580 0.203
C -8.251 9.025 -1.811 0.2562 0.7005 -0.8655 -0.664
C -9.402 8.982 -0.795 -0.5379 -0.2576 -0.8819 0.864
C -8.993 8.581 0.617 -0.3130 -0.1588 1.0916 0.081
F -8.476 7.332 0.664 -0.2996 0.3854 0.1374 -0.177
F -10.072 8.576 1.445 0.0278 0.1992 -0.3501 -0.279
F -10.391 8.178 -1.272 0.3481 0.1111 0.3618 -0.271
F -9.943 10.240 -0.742 0.4371 -0.1936 0.3422 -0.331
O -8.115 7.875 -2.651 0.4672 -1.2562 1.4407 -0.403
C -7.353 6.803 -2.100 0.4644 2.0344 -0.6354 0.769
C -8.176 5.522 -1.922 -0.7343 -0.6706 0.2346 0.197
F -9.222 5.716 -1.078 0.4278 0.0700 -0.4870 -0.217
F -7.423 4.526 -1.382 0.2352 0.4588 -0.2014 -0.201
F -6.763 7.214 -0.952 0.1270 -0.7553 -0.5428 -0.267
F -6.340 6.581 -2.981 -0.5864 -0.3913 0.3222 -0.303
H -8.483 9.841 -2.507 -0.1916 -0.2885 0.1299 0.410
H -7.298 9.318 -1.356 -0.2891 -0.2441 0.1250 0.325
H -8.261 9.278 1.032 0.0244 0.0721 -0.1667 0.268
H -8.573 5.173 -2.879 0.1576 0.1794 -0.0611 0.215
C 10.730 -1.915 -4.308 0.5118 -0.1681 1.0111 -0.673
C 11.231 -1.394 -5.663 0.4847 -0.9382 0.0181 0.865
C 10.264 -0.464 -6.387 -0.2300 0.6675 -0.8770 0.095
F 9.096 -1.077 -6.689 0.4380 0.2843 -0.0796 -0.195
F 10.792 -0.050 -7.569 0.2190 -0.1377 0.2934 -0.284
F 11.584 -2.448 -6.446 -0.2853 0.4096 0.0750 -0.273
F 12.391 -0.703 -5.428 -0.5371 0.2334 0.0000 -0.333
O 10.164 -3.228 -4.314 -1.5859 0.4148 -1.1168 -0.400
C 8.780 -3.296 -4.651 1.2677 1.0078 1.4780 0.727
C 8.521 -4.101 -5.929 -0.0924 -0.3939 -0.9768 0.224
F 9.145 -3.548 -7.001 -0.0883 -0.2435 0.5979 -0.229
F 7.195 -4.133 -6.229 0.2869 0.1465 0.4638 -0.233
F 8.268 -2.043 -4.704 -0.3994 -0.9075 0.0451 -0.274
F 8.174 -3.903 -3.594 0.3077 0.0529 -0.7305 -0.276
H 11.615 -2.006 -3.665 -0.0829 -0.1145 -0.3410 0.412
H 10.090 -1.193 -3.789 0.0181 -0.1115 -0.3797 0.318
H 10.046 0.426 -5.791 0.0782 -0.0809 0.1468 0.278
H 8.876 -5.130 -5.826 0.0315 0.0848 0.2357 0.250

***

(3)
9
Properties=species:S:1:pos:R:3:forces:R:3:mulliken_charge:R:1 method="wB97M-V/def2-TZVPD" gap_ha=0.3593 multiplicity=1 e_tot_ev=-24922.554
O 0.471 -1.621 0.426 -2.0839 -2.4807 0.9000 -0.464
O 1.143 0.885 0.821 0.4556 -0.1312 1.8153 -0.398
O -1.961 0.142 0.389 3.9979 -3.9721 -1.3108 -0.699
Si 0.233 -0.114 -0.032 -4.7608 0.6725 -1.1167 0.716
S 0.114 0.183 -2.167 -0.6423 -1.0531 0.7380 -0.276
H -0.363 -2.179 0.661 2.1912 1.6145 -0.7043 0.378
H 1.247 0.519 1.749 0.0080 0.8064 -1.4533 0.356
H -1.805 1.013 0.586 -0.0175 3.7150 0.8847 0.252
H 0.921 1.171 -2.432 0.8517 0.8286 0.2471 0.135